Record 1
# C26H20N2O2SSbSe4W

A molecular structure, C26H20N2O2SSbSe4W (ωB97M-V/def2-TZVPD, OMol25).

```
57
Properties=species:S:1:pos:R:3:forces:R:3
W 0.2624 -1.6055 0.5932 0.4811 0.6149 -0.2116
Se 1.8272 -1.6842 5.4452 0.0379 -0.0916 0.2641
Sb -0.1652 -2.5999 4.4218 -0.1639 -0.0950 -0.0412
Se 0.8723 -3.3917 2.0782 -0.2044 0.1650 0.3125
Se 1.9128 -2.2028 -0.9976 -0.0420 -0.1272 0.0420
Se -1.2648 -4.5443 5.3229 0.0754 0.0299 -0.0085
C 0.7952 -1.0403 -7.1825 -0.0046 -0.0015 0.0022
C 0.2776 -0.8996 -5.7772 0.0108 -0.0223 -0.0140
C 0.3709 -1.9478 -4.8712 0.0144 -0.0031 -0.0161
C -0.0811 -1.8141 -3.5656 -0.0033 0.0020 -0.0091
C -0.6336 -0.6078 -3.1730 -0.0173 -0.0067 0.0841
C -0.7763 0.4444 -4.0718 0.0012 0.0071 -0.0463
C -0.3117 0.2962 -5.3644 -0.0103 0.0004 0.0296
S -1.2342 -0.3725 -1.5335 -0.4222 0.2025 0.1555
O -1.3296 -1.7153 -0.8755 -0.0501 -0.1484 -0.2858
O -2.4598 0.3542 -1.6508 0.0570 -0.0480 -0.1101
N -0.1892 0.2786 -0.5584 0.3432 -0.4091 0.3438
C 0.9080 1.0943 -0.7039 0.1594 0.2852 -0.0572
C 1.1876 2.0150 -1.6859 -0.2898 -0.0680 0.0215
C 2.3490 2.8037 -1.6178 0.0513 0.1282 -0.1124
C 3.2167 2.7136 -0.5708 0.0405 0.0052 0.0698
C 2.9649 1.7820 0.4612 -0.2726 -0.0985 0.0392
C 3.7784 1.6431 1.6080 0.1125 0.0705 -0.0072
C 3.4538 0.7253 2.5568 0.1892 0.0671 0.1660
C 2.3590 -0.1226 2.3576 -0.1713 -0.2100 -0.2091
N 1.5905 -0.0326 1.2906 -0.1638 -0.4917 -0.0963
C 1.8373 0.9463 0.3651 0.3037 0.3471 -0.1400
H 1.1460 -2.0532 -7.3747 -0.0031 0.0015 0.0031
H 1.6278 -0.3562 -7.3575 -0.0020 -0.0029 0.0041
H 0.0184 -0.8033 -7.9114 -0.0004 0.0008 0.0003
H 0.8144 -2.8858 -5.1824 -0.0067 0.0000 0.0054
H 0.0011 -2.6261 -2.8586 -0.0193 -0.0076 -0.0293
H -1.2707 1.3556 -3.7618 -0.0025 -0.0013 0.0017
H -0.4158 1.1135 -6.0686 -0.0021 0.0000 0.0022
H 0.4992 2.1540 -2.5056 -0.0137 0.0011 -0.0212
H 2.5381 3.5165 -2.4109 -0.0074 -0.0143 -0.0085
H 4.0939 3.3452 -0.5102 -0.0027 -0.0015 -0.0020
H 4.6490 2.2793 1.7182 -0.0070 0.0009 -0.0040
H 4.0310 0.5942 3.4619 -0.0054 0.0208 -0.0098
H 2.1367 -0.8923 3.0863 0.0043 0.0333 -0.0342
C -2.2423 2.4031 4.3853 -0.0084 0.0166 0.0207
C -1.1728 2.4218 3.4654 -0.0133 -0.0563 -0.0102
C -0.9416 1.3441 2.6571 0.0333 0.0525 -0.0225
C -1.7549 0.1793 2.7001 0.0372 0.1703 0.0029
C -1.4948 -0.9568 1.8628 -0.0809 -0.2575 -0.1302
C -2.4490 -1.9561 1.9062 0.0151 -0.2103 0.0830
C -3.5554 -1.9553 2.7804 0.0020 0.0352 0.0478
C -3.7461 -0.9105 3.6331 0.0164 0.0832 0.0033
C -2.8609 0.1947 3.5990 0.0865 -0.0102 -0.0722
C -3.0653 1.3167 4.4422 0.0016 -0.0219 -0.0166
H -2.4114 3.2525 5.0365 0.0003 -0.0126 -0.0088
H -0.5355 3.2954 3.3987 0.0075 -0.0049 0.0008
H -0.1322 1.3856 1.9409 -0.1269 -0.0125 0.0993
H -2.3348 -2.8505 1.2968 0.0453 0.0828 -0.0626
H -4.2192 -2.8103 2.7978 -0.0303 0.0041 -0.0045
H -4.5711 -0.9044 4.3369 0.0164 0.0057 0.0020
H -3.8998 1.2940 5.1350 0.0042 0.0010 -0.0050
```
Forces are in eV/Å.

Multiplicity   3
Gap between HOMO and LUMO (spin up / spin down)   0.203 / 0.208 Ha
Energy above the lowest of the compared OMol25 structures with the same formula, charge and spin   41.9 kcal per mole
Net charge   -1
<S²>   2.03

---

Record 2
# C4H13NO3

2 unconnected molecules or ions with the total composition C4H13NO3 (ωB97M-V/def2-TZVPD, OMol25).

```
21
Properties=species:S:1:pos:R:3:forces:R:3
C -1.5505 0.3855 0.6886 -0.0057 0.6564 0.2414
O -1.3982 1.5545 1.5045 0.1354 0.0821 -0.2126
C -0.3288 0.0910 -0.1585 0.7139 0.0952 -0.0184
C 0.0252 -1.3912 -0.2072 -0.4247 0.1051 -0.6039
C 1.4588 -1.6406 -0.6716 0.2062 -0.7260 0.6664
O -0.9270 -1.9799 -1.0986 -0.1715 -0.0995 0.0145
N -0.3467 0.7091 -1.4846 -0.5743 0.0934 -0.0821
H -2.4501 0.5001 0.0830 -0.0986 -0.3044 -0.0824
H -1.6788 -0.4041 1.4146 -0.2315 -0.3598 0.0255
H 0.5059 0.5648 0.3498 0.2261 0.0212 0.5079
H -0.1088 -1.8225 0.7863 0.0022 0.0241 0.1286
H 1.4731 -2.5085 -1.3315 0.0509 0.1714 -0.2577
H 2.0218 -1.9699 0.2072 0.2404 0.2722 -0.1015
H 1.9847 -0.7986 -1.1223 -0.2469 -0.0109 -0.1015
H -0.8672 -2.9384 -1.0430 0.0481 0.0319 0.0019
H -1.3064 0.8440 -1.7876 0.0588 -0.0657 0.0042
H 0.0440 0.0648 -2.1573 0.1276 0.0069 -0.1664
H -1.5584 2.3357 0.9651 0.0625 0.0046 -0.0005
H 2.4584 2.8615 1.7496 -0.4364 0.1580 -0.0399
H 1.0071 2.3682 1.6307 -0.0121 0.2314 0.0722
O 1.5421 3.1745 1.6826 0.3297 -0.3878 0.0040
```
Forces are in eV/Å.

Gap between HOMO and LUMO   0.371 Ha
Energy above the lowest of the compared OMol25 structures with the same formula, charge and spin   38.6 kcal per mole